Record 1
12
Properties=species:S:1:pos:R:3 method="wB97M-V/def2-TZVPD" homo_ha="-0.290 / -0.336" e_tot_ev=-19263.086 orbital_gap_ev="7.48 / 8.84" charge=0 e_above_lowest_kj_mol=548.1
C -1.609 1.725 -1.524
C -1.124 1.199 -0.394
C -0.193 0.116 -0.285
N 1.082 -0.926 1.306
O 0.340 0.096 0.886
Cl 2.509 -3.986 1.254
H -2.172 2.567 -1.569
H -1.481 1.390 -2.513
H -1.193 1.866 0.487
H 0.032 -0.493 -1.026
H 1.146 -0.924 2.331
H 2.663 -2.631 1.047

Record 2
12
Properties=species:S:1:pos:R:3 method="wB97M-V/def2-TZVPD" homo_ha=-0.325 e_tot_ev=-7222.091 orbital_gap_ev=9.10 charge=0 e_above_lowest_kj_mol=337.7
C 1.561 -0.603 0.734
C 1.299 -0.300 -0.651
C -0.615 0.403 -0.327
C -0.759 -0.115 1.061
N 0.564 -0.479 1.556
N 1.906 -0.261 -1.734
H 2.422 -1.018 1.063
H -0.474 1.377 -0.608
H -1.306 -0.154 -0.933
H -1.325 0.545 1.666
H -1.243 -1.050 1.325
H 1.286 -0.156 -2.528

Record 3
17
Properties=species:S:1:pos:R:3 method="wB97M-V/def2-TZVPD" homo_ha=-0.346 smiles="CCC(=O)NCN" e_tot_ev=-9337.991 orbital_gap_ev=10.31 charge=0 e_above_lowest_kj_mol=96.2
C 0.736 -0.305 1.970
C 1.233 0.447 0.737
C 0.152 1.278 0.043
O 0.364 2.418 -0.297
N -1.063 0.647 -0.260
C -0.995 -0.668 -0.831
N -0.372 -0.700 -2.153
H -0.185 -0.850 1.819
H 1.445 -1.056 2.314
H 0.547 0.394 2.785
H 1.882 1.260 1.066
H 1.669 -0.207 -0.013
H -1.627 1.299 -0.799
H -0.525 -1.369 -0.148
H -2.021 -1.076 -0.883
H -0.507 -1.573 -2.640
H -0.731 0.061 -2.711

Record 4
102
Properties=species:S:1:pos:R:3 method="wB97M-V/def2-TZVPD" homo_ha=-0.402 e_tot_ev=-75581.224 orbital_gap_ev=8.24 charge=+1 e_above_lowest_kj_mol=0.0
C 4.418 -0.455 0.415
C 3.621 -0.808 -0.845
C 4.453 -1.758 -1.713
C 2.213 -1.380 -0.571
C 1.081 -0.345 -0.716
N -0.084 -1.006 -1.327
C -1.215 -0.104 -1.514
C -1.796 0.262 -0.136
C -3.203 -0.289 0.163
C -3.144 -1.704 0.704
O -2.893 -1.956 1.838
I -3.412 -3.245 -0.739
N -0.805 -0.179 0.901
C 0.557 0.343 0.577
P 1.492 0.356 2.183
S 0.260 0.808 3.620
H 4.248 -1.185 1.210
H 5.486 -0.444 0.196
H 4.186 0.541 0.797
H 3.453 0.092 -1.440
H 3.843 -2.300 -2.438
H 5.221 -1.200 -2.248
H 4.960 -2.507 -1.099
H 2.160 -1.910 0.386
H 2.002 -2.138 -1.326
H 1.449 0.462 -1.365
H 0.191 -1.334 -2.249
H -1.973 -0.630 -2.092
H -0.952 0.810 -2.062
H -1.838 1.344 -0.017
H -3.792 -0.263 -0.750
H -3.699 0.324 0.918
H -0.775 -1.199 0.972
H -1.054 0.194 1.843
H 0.416 1.415 0.407
H 2.521 1.264 1.923
H 2.126 -0.884 2.309
C 3.875 2.281 -5.527
C 4.994 2.844 -4.653
C 4.451 2.587 -3.256
O 3.649 1.404 -3.345
C 3.431 1.068 -4.721
H 4.197 2.024 -6.535
H 3.059 3.004 -5.605
H 5.917 2.283 -4.811
H 5.201 3.897 -4.834
H 3.809 3.407 -2.914
H 5.237 2.437 -2.515
H 4.028 0.185 -4.970
H 2.377 0.821 -4.858
C -2.642 -2.287 6.403
C -1.463 -2.490 5.455
C -0.332 -1.834 6.237
O -0.634 -2.026 7.616
C -1.979 -2.484 7.761
H -3.467 -2.978 6.233
H -3.024 -1.268 6.307
H -1.266 -3.556 5.319
H -1.612 -2.041 4.473
H -0.277 -0.760 6.030
H 0.646 -2.272 6.027
H -1.970 -3.541 8.046
H -2.456 -1.916 8.561
C 0.063 4.197 -3.771
C 1.010 5.386 -3.922
C 0.951 6.007 -2.531
O 0.721 4.922 -1.621
C 0.366 3.752 -2.345
H 0.229 3.407 -4.504
H -0.974 4.526 -3.853
H 2.021 5.033 -4.141
H 0.716 6.081 -4.706
H 0.125 6.719 -2.450
H 1.872 6.513 -2.244
H 1.212 3.051 -2.318
H -0.497 3.282 -1.861
C 1.013 -4.224 -5.798
C 0.850 -4.738 -4.366
C 0.758 -3.430 -3.599
O 0.148 -2.473 -4.462
C 0.102 -3.002 -5.798
H 0.731 -4.953 -6.555
H 2.047 -3.926 -5.978
H -0.079 -5.302 -4.270
H 1.669 -5.370 -4.026
H 1.764 -3.076 -3.335
H 0.164 -3.505 -2.685
H -0.931 -3.274 -6.036
H 0.424 -2.224 -6.489
C -5.583 0.243 5.433
C -6.053 -0.217 6.812
C -6.368 1.114 7.486
O -6.800 1.992 6.445
C -6.516 1.420 5.173
H -5.653 -0.530 4.668
H -4.545 0.584 5.485
H -6.958 -0.821 6.719
H -5.311 -0.798 7.358
H -5.477 1.535 7.962
H -7.157 1.042 8.234
H -7.451 1.084 4.710
H -6.074 2.188 4.536

Record 5
25
Properties=species:S:1:pos:R:3 method="wB97M-V/def2-TZVPD" homo_ha=-0.280 e_tot_ev=-12517.445 orbital_gap_ev=8.29 charge=0 e_above_lowest_kj_mol=285.9
C -1.617 0.309 -0.434
C -1.925 1.511 0.445
C -0.732 -2.075 -0.021
N -0.764 -0.688 0.470
O -2.811 -0.327 -0.793
O -0.827 0.547 -1.493
H -2.679 -0.626 -1.703
H 0.248 0.596 -1.013
H -1.050 -0.636 1.443
H -2.431 2.247 -0.177
H -2.585 1.241 1.273
H -0.995 1.942 0.820
H -1.725 -2.519 0.019
H -0.033 -2.658 0.577
H -0.384 -2.055 -1.052
C 1.563 0.647 -0.262
C 2.585 -0.495 -0.274
N 1.595 1.482 0.960
H 1.435 0.913 1.787
H 2.509 1.910 1.099
H 1.811 1.323 -1.091
H 0.259 -0.185 0.242
H 2.553 -1.043 -1.221
H 3.615 -0.142 -0.130
H 2.388 -1.219 0.528

Record 6
12
Properties=species:S:1:pos:R:3 method="wB97M-V/def2-TZVPD" homo_ha=-0.332 smiles="OC[C@@H](S)C=S" e_tot_ev=-26924.725 orbital_gap_ev=8.49 charge=0 e_above_lowest_kj_mol=165.8
O -1.877 -0.723 -0.267
C -0.645 -0.740 0.421
C 0.360 0.215 -0.229
S -0.491 1.791 -0.038
C 1.672 0.440 0.424
S 3.100 0.107 -0.228
H -1.711 -0.954 -1.221
H -0.243 -1.802 0.455
H -0.849 -0.498 1.420
H 0.568 -0.112 -1.261
H -1.491 1.318 -0.824
H 1.607 0.959 1.347